Entry 1:
C27H31F4N3O6S | the ωB97M-V functional and the def2-TZVPD basis

HOMO level (Ha): -0.3384
Max |F| (eV/A): 7.499
SMILES string: CC[C@@]1(CCC(F)=C(F)F)OS(=O)(=O)O[C@@]1(CCO)CC(=O)F.c1ccncc1.c1ccncc1.c1ccncc1
Frontier orbital gap (eV): 9.108

XYZ file:
```
72
C27H31F4N3O6S | the Open Molecules 2025 dataset | the ωB97M-V functional and the def2-TZVPD basis
C -1.533 2.074 1.522
C -1.589 0.626 0.799
C -0.316 -0.306 1.116
C 0.963 0.521 0.603
C 2.090 -0.343 -0.148
C 3.151 0.731 -0.744
F 3.100 2.091 -0.251
C 4.131 0.423 -1.732
F 3.718 -0.268 -2.909
F 5.483 0.783 -1.472
O -0.218 -0.187 2.598
S -1.387 -1.298 3.154
O -1.057 -2.030 4.444
O -2.616 -0.496 3.566
O -1.570 -2.262 1.756
C -0.399 -1.889 0.921
C 0.747 -2.835 1.580
C 0.128 -4.210 2.140
O 1.149 -5.265 2.282
C -0.565 -2.527 -0.540
C -1.512 -1.719 -1.539
O -1.051 -1.413 -2.669
F -2.863 -1.329 -1.233
H -1.520 2.010 2.665
H -2.457 2.709 1.250
H -0.622 2.684 1.188
H -2.583 0.076 0.967
H -1.558 0.858 -0.338
H 0.660 1.388 -0.100
H 1.430 1.037 1.524
H 2.685 -0.906 0.668
H 1.683 -1.027 -0.965
H 1.286 -2.333 2.455
H 1.546 -3.142 0.799
H -0.674 -4.666 1.437
H -0.375 -4.114 3.164
H 0.623 -6.051 2.565
H 0.433 -2.758 -1.067
H -1.066 -3.563 -0.389
C -5.668 -1.528 -5.107
C -4.580 -1.372 -4.260
C -3.679 -2.419 -4.149
N -3.800 -3.582 -4.812
C -4.863 -3.707 -5.623
C -5.816 -2.718 -5.805
H -6.394 -0.730 -5.221
H -4.434 -0.457 -3.699
H -2.812 -2.343 -3.503
H -4.937 -4.657 -6.144
H -6.652 -2.874 -6.475
C 6.057 -0.368 4.352
C 5.205 -1.386 3.947
C 4.113 -1.052 3.163
N 3.826 0.201 2.773
C 4.667 1.167 3.180
C 5.787 0.936 3.962
H 6.924 -0.589 4.965
H 5.385 -2.414 4.234
H 3.420 -1.814 2.819
H 4.411 2.169 2.853
H 6.431 1.754 4.259
C -1.195 6.966 -2.057
C -2.191 6.191 -1.480
C -1.812 5.148 -0.651
N -0.535 4.840 -0.373
C 0.409 5.604 -0.946
C 0.133 6.671 -1.786
H -1.452 7.792 -2.711
H -3.238 6.393 -1.671
H -2.554 4.516 -0.174
H 1.432 5.332 -0.707
H 0.936 7.255 -2.219
```

These are the Löwdin partial charges, in e, on atoms 1 to 8: -0.083, -0.163, -0.343, -0.090, -0.079, -0.087, -0.019, -0.125

***

Entry 2:
C27H31N7O4 | the ωB97M-V functional and the def2-TZVPD basis

Relative energy (zero: lowest compared OMol25 entry of this formula, charge and spin) (kcal per mole): 165.8
HOMO level (Ha): -0.3477
Max |F| (eV/A): 2.965
SMILES string: C[N+](=O)[O-].C[N+](=O)[O-].c1ccncc1.c1ccncc1.c1ccncc1.c1ccncc1.c1ccncc1
Frontier orbital gap (eV): 9.636

XYZ file:
```
69
C27H31N7O4 | the Open Molecules 2025 dataset | the ωB97M-V functional and the def2-TZVPD basis
C 0.896 -4.871 0.364
N 0.165 -4.328 1.518
O -1.016 -4.574 1.619
O 0.835 -3.664 2.284
H 1.881 -4.464 0.137
H 0.281 -4.643 -0.466
H 0.981 -5.942 0.407
C 5.072 -2.860 -0.619
N 4.402 -3.510 -1.758
O 3.739 -4.509 -1.533
O 4.639 -2.991 -2.803
H 5.368 -1.841 -0.941
H 5.930 -3.429 -0.272
H 4.372 -2.730 0.206
C -0.640 -0.808 -0.997
C -1.212 -2.044 -0.774
C -1.075 -3.005 -1.786
N -0.334 -2.871 -2.891
C 0.255 -1.711 -3.039
C 0.154 -0.634 -2.143
H -0.986 -0.031 -0.347
H -1.800 -2.212 0.114
H -1.385 -4.038 -1.578
H 0.852 -1.500 -3.984
H 0.470 0.381 -2.413
C -2.640 -0.529 2.320
C -3.657 0.220 2.926
C -3.777 0.005 4.283
N -3.038 -0.808 5.070
C -1.991 -1.405 4.459
C -1.783 -1.329 3.085
H -2.473 -0.342 1.290
H -4.258 0.837 2.265
H -4.516 0.605 4.826
H -1.325 -2.072 5.073
H -1.021 -1.918 2.626
C 1.608 1.387 0.603
C 2.371 1.022 -0.510
C 2.851 -0.259 -0.488
N 2.620 -1.171 0.431
C 1.912 -0.829 1.478
C 1.423 0.464 1.599
H 1.175 2.402 0.713
H 2.661 1.752 -1.276
H 3.441 -0.618 -1.319
H 1.667 -1.505 2.306
H 0.844 0.705 2.524
C -1.484 5.041 1.931
C -2.266 4.075 1.299
C -3.503 3.785 1.845
N -4.034 4.414 2.917
C -3.233 5.288 3.493
C -1.956 5.648 3.046
H -0.483 5.329 1.514
H -1.937 3.538 0.419
H -4.170 3.064 1.353
H -3.717 5.764 4.358
H -1.372 6.390 3.562
C 0.264 3.047 -3.543
C 1.520 2.495 -3.921
C 1.582 1.419 -4.840
N 0.521 0.993 -5.446
C -0.662 1.608 -5.252
C -0.800 2.677 -4.320
H 0.051 3.770 -2.755
H 2.457 2.691 -3.392
H 2.554 0.934 -4.935
H -1.487 1.199 -5.778
H -1.782 3.047 -4.142
```

These are the natural (NBO) partial charges, in e, on atoms 1 to 8: -0.500, 0.546, -0.372, -0.396, 0.255, 0.234, 0.237, -0.510

***

Entry 3:
C27H31N7O5S2 | the ωB97M-V functional and the def2-TZVPD basis

HOMO level (Ha): -0.3305
Max |F| (eV/A): 1.369
SMILES string: Cc1ccc(C)c(Cn2nnc3c(=O)[nH]c(C4CCN(S(=O)(=O)c5ccc(S(=O)(=O)NC6CC6)cc5)CC4)nc32)c1
Frontier orbital gap (eV): 9.178

XYZ file:
```
72
C27H31N7O5S2 | the Open Molecules 2025 dataset | the ωB97M-V functional and the def2-TZVPD basis
C 3.406 3.289 0.839
C 1.970 3.440 0.443
C 1.084 4.165 1.231
C -0.249 4.265 0.884
C -0.758 3.648 -0.254
C -2.217 3.754 -0.573
C 0.132 2.929 -1.054
C -0.337 2.200 -2.290
N -0.806 0.882 -1.945
N -2.099 0.601 -1.782
N -2.250 -0.619 -1.449
C -1.030 -1.203 -1.378
C -0.592 -2.537 -1.076
O -1.211 -3.511 -0.722
N 0.804 -2.624 -1.266
C 1.652 -1.620 -1.615
C 3.101 -1.956 -1.862
C 3.606 -3.142 -1.035
C 3.367 -2.865 0.459
N 3.172 -1.443 0.646
S 2.671 -0.987 2.184
O 3.228 0.303 2.466
O 2.914 -2.070 3.091
C 0.906 -0.803 1.951
C 0.432 0.454 1.629
C -0.934 0.645 1.500
C -1.789 -0.426 1.679
S -3.557 -0.116 1.564
O -3.727 1.147 0.897
O -4.137 -0.257 2.865
N -4.034 -1.416 0.646
C -5.443 -1.669 0.621
C -6.316 -1.057 -0.435
C -6.009 -2.528 -0.462
C -1.315 -1.687 1.992
C 0.052 -1.876 2.135
C 4.171 -0.638 -0.020
C 3.975 -0.735 -1.544
N 1.252 -0.407 -1.834
C -0.080 -0.227 -1.706
C 1.472 2.831 -0.700
H 4.033 3.092 -0.028
H 3.765 4.186 1.337
H 3.511 2.455 1.537
H 1.444 4.651 2.125
H -0.919 4.831 1.515
H -2.718 2.794 -0.441
H -2.378 4.081 -1.599
H -2.693 4.471 0.091
H -1.170 2.716 -2.769
H 0.490 2.082 -2.995
H 1.178 -3.551 -1.109
H 3.191 -2.190 -2.930
H 3.143 -4.083 -1.335
H 4.675 -3.240 -1.227
H 4.212 -3.226 1.060
H 2.469 -3.361 0.831
H 1.130 1.267 1.512
H -1.352 1.611 1.271
H -3.629 -1.331 -0.286
H -5.823 -1.753 1.631
H -5.836 -0.428 -1.169
H -7.310 -0.739 -0.163
H -6.791 -3.226 -0.204
H -5.327 -2.891 -1.215
H -2.016 -2.496 2.119
H 0.460 -2.834 2.416
H 5.178 -0.977 0.261
H 4.046 0.382 0.336
H 4.942 -0.837 -2.036
H 3.480 0.154 -1.927
H 2.137 2.257 -1.330
```

These are the natural (NBO) partial charges, in e, on atoms 1 to 8: -0.641, -0.027, -0.204, -0.196, -0.028, -0.657, 0.031, -0.257

***

Entry 4:
C27H32AsCl2N6O7Rb | the ωB97M-V functional and the def2-TZVPD basis

Relative energy (zero: lowest compared OMol25 entry of this formula, charge and spin) (kcal per mole): 12.1
HOMO level (Ha): -0.0950
Charge: -2
Max |F| (eV/A): 0.279
Frontier orbital gap (eV): 6.368

XYZ file:
```
76
C27H32AsCl2N6O7Rb | the Open Molecules 2025 dataset | the ωB97M-V functional and the def2-TZVPD basis
Rb 0.744 -0.748 -0.387
O 2.335 1.277 2.235
C 2.510 2.072 1.191
O 1.863 3.068 0.958
C 3.648 1.590 0.305
O 3.291 0.373 -0.294
C 4.409 -0.232 -0.944
C 4.093 -1.603 -1.592
O 5.112 -2.151 -2.051
O 2.907 -1.998 -1.591
H 1.538 1.538 2.775
H 4.540 1.467 0.936
H 3.852 2.365 -0.443
H 5.215 -0.371 -0.215
H 4.781 0.439 -1.729
Cl -4.432 1.050 -2.175
C -4.177 -0.603 -1.666
C -5.233 -1.500 -1.786
C -5.084 -2.811 -1.419
Cl -6.443 -3.908 -1.595
C -3.848 -3.282 -0.923
C -3.599 -4.625 -0.565
C -2.354 -4.992 -0.136
C -1.350 -4.013 -0.050
N -1.552 -2.751 -0.347
C -2.770 -2.363 -0.787
C -2.900 -0.941 -1.153
O -1.947 -0.140 -1.036
H -6.179 -1.149 -2.177
H -4.399 -5.349 -0.649
H -2.129 -6.015 0.136
H -0.353 -4.281 0.282
C -1.206 -3.622 3.690
C 0.117 -3.354 3.056
C 1.074 -4.201 2.533
C 2.067 -3.353 1.990
N 1.749 -2.084 2.193
N 0.567 -2.107 2.838
C 3.316 -3.721 1.255
H -1.259 -4.653 4.036
H -2.014 -3.462 2.972
H -1.378 -2.959 4.540
H 1.048 -5.280 2.529
H 0.144 -1.219 3.121
H 3.690 -4.691 1.584
H 4.086 -2.970 1.427
H 3.143 -3.750 0.177
C 2.418 3.301 -3.391
C 1.333 3.800 -2.441
As 0.123 2.318 -1.942
C -0.925 2.132 -3.602
C -1.676 3.364 -4.092
C -1.194 3.247 -0.799
C -1.273 4.764 -0.912
H 3.164 4.073 -3.596
H 1.997 2.988 -4.350
H 2.937 2.436 -2.970
H 0.793 4.645 -2.873
H 1.770 4.133 -1.498
H -1.620 1.323 -3.369
H -0.237 1.758 -4.364
H -2.432 3.666 -3.365
H -2.192 3.170 -5.037
H -1.004 4.211 -4.250
H -0.936 2.966 0.222
H -2.147 2.762 -1.021
H -0.326 5.222 -0.621
H -2.045 5.165 -0.251
H -1.504 5.090 -1.928
O -0.498 0.343 3.819
N 0.169 1.393 3.957
C -0.198 2.235 4.922
C -1.291 1.962 5.799
N -2.169 1.738 6.510
C 0.565 3.424 5.103
N 1.165 4.390 5.291
```

These are the Löwdin partial charges, in e, on atoms 1 to 8: 0.827, 0.094, -0.519, 0.075, -0.147, -0.256, -0.132, -0.727

***

Entry 5:
C27H32AsKN3O | the ωB97M-V functional and the def2-TZVPD basis

Relative energy (zero: lowest compared OMol25 entry of this formula, charge and spin) (kcal per mole): 4.0
HOMO level (Ha): -0.3844
Charge: +1
Max |F| (eV/A): 0.780
Frontier orbital gap (eV): 7.945

XYZ file:
```
65
C27H32AsKN3O | the Open Molecules 2025 dataset | the ωB97M-V functional and the def2-TZVPD basis
K 0.750 0.112 -0.185
C -1.102 -2.893 0.906
C -1.389 -4.416 0.950
N -0.447 -5.125 0.092
C 0.911 -4.884 0.565
C 1.212 -3.365 0.555
N 0.052 -2.620 0.035
C -0.254 -3.116 -1.318
C -0.574 -4.632 -1.274
H -0.874 -2.497 1.900
H -1.959 -2.333 0.522
H -2.402 -4.636 0.610
H -1.289 -4.806 1.964
H 1.602 -5.430 -0.080
H 1.005 -5.295 1.572
H 2.077 -3.135 -0.075
H 1.431 -2.990 1.559
H 0.607 -2.909 -1.960
H -1.101 -2.544 -1.709
H 0.107 -5.197 -1.912
H -1.590 -4.829 -1.619
C -1.763 5.255 1.245
N -0.866 4.204 0.800
C 0.351 4.539 0.078
C -1.168 2.925 0.997
O -0.480 1.983 0.599
H -1.177 6.119 1.556
H -2.330 4.897 2.104
H -2.449 5.559 0.453
H 0.565 5.594 0.227
H 0.238 4.348 -0.991
H 1.177 3.945 0.467
H -2.088 2.741 1.566
C 3.266 -2.148 6.513
C 3.705 -0.884 6.152
C 3.113 -0.210 5.094
C 2.081 -0.809 4.387
C 1.647 -2.085 4.743
C 2.232 -2.749 5.810
As 1.184 -0.003 2.880
C 2.021 1.752 2.780
C 3.258 2.068 2.246
C 3.689 3.390 2.250
C 2.884 4.384 2.788
C 1.638 4.073 3.313
C 1.194 2.755 3.304
C -0.112 2.292 3.797
C -1.115 3.108 4.312
C -2.327 2.548 4.692
C -2.543 1.183 4.559
C -1.545 0.362 4.049
C -0.336 0.918 3.672
H 3.730 -2.666 7.340
H 4.511 -0.414 6.700
H 3.457 0.785 4.834
H 0.847 -2.573 4.194
H 1.882 -3.735 6.087
H 3.912 1.301 1.843
H 4.660 3.640 1.845
H 3.230 5.409 2.803
H 1.022 4.858 3.732
H -0.956 4.173 4.424
H -3.105 3.179 5.099
H -3.489 0.756 4.863
H -1.730 -0.702 3.957
```

These are the natural (NBO) partial charges, in e, on atoms 1 to 8: 0.959, -0.258, -0.256, -0.404, -0.256, -0.263, -0.479, -0.262

***

Entry 6:
C27H32BF3O4 | the ωB97M-V functional and the def2-TZVPD basis

Relative energy (zero: lowest compared OMol25 entry of this formula, charge and spin) (kcal per mole): 74.1
HOMO level (Ha): -0.2329
Max |F| (eV/A): 3.461
Frontier orbital gap (eV): 3.566

XYZ file:
```
67
C27H32BF3O4 | the Open Molecules 2025 dataset | the ωB97M-V functional and the def2-TZVPD basis
C -4.054 -0.671 -0.169
O -3.010 -0.404 -1.144
C -2.372 0.741 -1.081
C -2.075 1.443 -2.323
C -1.838 2.839 -2.342
C -1.421 3.481 -3.493
C -1.166 2.746 -4.666
C -0.635 3.451 -5.879
C -1.416 1.361 -4.663
C -1.857 0.708 -3.523
H -4.460 -1.652 -0.405
H -3.648 -0.660 0.846
H -4.838 0.091 -0.265
H -2.415 1.254 -0.104
H -1.933 3.398 -1.413
H -1.288 4.570 -3.480
H -0.600 2.769 -6.733
H -1.245 4.320 -6.144
H 0.379 3.829 -5.721
H -1.290 0.790 -5.588
H -2.039 -0.368 -3.514
C 4.156 -3.733 3.510
C 3.451 -2.483 3.303
C 3.563 -1.283 3.952
C 2.653 -0.387 3.320
C 2.003 -1.090 2.333
B 0.972 -0.514 1.195
C -0.464 -0.908 1.892
C -1.243 0.057 2.518
C -2.417 -0.323 3.194
C -2.807 -1.652 3.164
C -4.113 -2.079 3.780
F -4.934 -2.604 2.807
F -3.970 -3.048 4.733
F -4.794 -1.058 4.362
C -2.037 -2.627 2.542
C -0.868 -2.238 1.881
O 1.329 0.900 1.134
C 1.583 1.134 -0.239
C 0.313 1.621 -0.856
C 2.623 2.218 -0.475
C 1.952 -0.316 -0.826
C 1.585 -0.534 -2.294
C 3.427 -0.622 -0.565
O 1.122 -1.186 -0.065
O 2.505 -2.372 2.324
H 4.906 -3.579 4.295
H 3.476 -4.521 3.846
H 4.668 -4.078 2.607
H 4.242 -1.039 4.760
H 2.518 0.656 3.602
H -0.950 1.105 2.516
H -3.010 0.419 3.733
H -2.346 -3.676 2.562
H -0.266 -2.993 1.381
H 0.427 1.838 -1.925
H -0.461 0.840 -0.728
H -0.041 2.528 -0.347
H 2.754 2.372 -1.562
H 2.258 3.162 -0.042
H 3.593 1.967 -0.022
H 2.042 0.219 -2.953
H 1.951 -1.524 -2.601
H 0.492 -0.526 -2.427
H 4.052 -0.048 -1.263
H 3.704 -0.342 0.462
H 3.619 -1.692 -0.713
```

These are the natural (NBO) partial charges, in e, on atoms 1 to 8: -0.268, -0.421, 0.505, -0.212, -0.096, -0.237, 0.065, -0.648

***

Entry 7:
C27H32BI3N7O5PTi | the ωB97M-V functional and the def2-TZVPD basis

Relative energy (zero: lowest compared OMol25 entry of this formula, charge and spin) (kcal per mole): 12.5
2S+1: 3
HOMO level (spin up / spin down) (Ha): -0.0831 / -0.0831
Charge: -2
Max |F| (eV/A): 5.930
Frontier orbital gap (spin up / spin down) (eV): 4.800 / 3.065

XYZ file:
```
77
C27H32BI3N7O5PTi | the Open Molecules 2025 dataset | the ωB97M-V functional and the def2-TZVPD basis
Ti 10.660 8.157 8.292
I 4.824 4.193 5.743
C 6.449 4.572 9.190
C 7.568 3.793 8.802
C 8.761 4.488 8.877
I 10.418 3.014 8.773
C 8.936 5.884 9.043
O 10.226 6.482 8.841
C 7.876 6.537 9.472
C 7.972 8.089 9.718
N 8.562 8.678 8.510
C 7.842 8.394 7.253
C 8.451 7.393 6.370
C 7.699 6.395 5.835
C 8.236 5.215 5.357
C 9.621 5.217 5.348
C 10.381 6.354 5.625
N 9.761 7.435 6.188
C 6.547 5.910 9.431
H 7.586 2.717 8.520
H 7.066 8.492 10.185
H 8.610 8.230 10.649
H 8.629 9.568 8.873
H 6.835 8.204 7.576
H 7.729 9.269 6.581
H 6.667 6.553 5.934
H 7.542 4.511 4.865
H 10.253 4.340 5.253
H 11.454 6.376 5.499
H 5.646 6.592 9.683
B 13.577 7.715 8.541
N 13.434 8.588 7.172
C 14.382 9.173 6.470
C 13.804 9.942 5.427
C 12.428 9.614 5.564
N 12.261 8.827 6.652
N 14.185 6.343 8.422
C 14.100 5.279 9.266
C 14.855 4.255 8.702
C 15.352 4.829 7.531
N 14.945 6.103 7.414
H 14.167 8.405 9.333
H 12.497 7.529 8.974
H 15.449 9.016 6.655
H 14.315 10.615 4.755
H 11.507 9.851 5.020
H 13.463 5.315 10.177
H 14.825 3.218 8.974
H 15.957 4.482 6.668
I 18.302 18.263 10.142
C 7.480 11.218 7.334
C 6.959 11.088 6.008
C 7.497 11.970 5.009
C 8.544 12.882 5.464
N 8.823 13.029 6.763
C 7.994 12.446 7.636
H 6.369 10.169 5.737
H 7.185 11.900 3.970
H 9.391 13.046 4.757
H 7.227 13.064 8.411
C 14.385 12.178 12.633
O 14.139 12.821 11.411
P 14.422 12.172 9.958
O 13.053 12.636 9.169
C 11.904 13.474 9.832
O 15.489 13.182 9.271
C 15.535 14.042 8.109
H 14.033 11.140 12.504
H 13.728 12.842 13.317
H 15.428 12.203 12.939
H 11.046 12.775 9.683
H 11.598 14.238 8.829
H 12.041 13.723 10.930
H 16.033 13.629 7.222
H 15.504 15.159 8.591
H 14.413 14.117 7.495
O 10.765 9.407 9.281
```

These are the Löwdin partial charges, in e, on atoms 1 to 8: 0.941, -0.505, 0.027, -0.209, -0.520, 0.763, -0.333, -0.262